Record 1
# C62H43I4IrN7O2

A molecular structure, C62H43I4IrN7O2 in a non-equilibrium geometry (the ωB97M-V functional and the def2-TZVPD basis, the OMol25 dataset).

Structure (XYZ):
```
119
Properties=species:S:1:pos:R:3:lowdin_charge:R:1
Ir 5.781 -13.713 -19.553 1.54
I 11.464 -8.237 -13.932 0.95
C 10.565 -9.429 -15.313 -0.78
C 11.199 -10.464 -15.982 -0.12
C 10.474 -11.252 -16.871 -0.02
C 9.137 -11.002 -17.120 -0.21
C 8.520 -9.971 -16.406 -0.04
C 9.204 -9.221 -15.518 -0.17
C 8.227 -11.948 -17.880 -0.07
C 7.678 -12.989 -17.170 -0.22
C 7.980 -13.296 -15.816 0.03
C 7.201 -14.340 -15.427 0.00
C 6.476 -14.754 -16.606 -0.22
C 4.108 -15.707 -16.602 -0.15
C 3.376 -16.676 -15.623 -0.31
C 3.512 -18.130 -15.955 0.01
C 2.517 -19.037 -15.661 -0.14
C 1.236 -18.608 -15.271 -0.76
I -0.246 -19.941 -14.782 0.93
C 0.954 -17.214 -15.182 -0.16
C 1.929 -16.288 -15.366 -0.01
C 3.588 -15.725 -18.008 -0.17
N 4.129 -15.124 -19.090 0.01
C 3.205 -15.422 -20.136 -0.22
C 3.193 -15.042 -21.462 -0.08
C 1.932 -15.249 -22.170 -0.26
C 0.921 -14.336 -21.948 -0.01
C -0.290 -14.443 -22.640 -0.11
C -0.456 -15.492 -23.527 -0.72
I -2.214 -15.845 -24.614 0.88
C 0.540 -16.446 -23.690 -0.15
C 1.746 -16.307 -23.034 -0.03
C 4.146 -14.265 -22.120 -0.21
C 3.988 -13.875 -23.532 0.04
C 4.892 -12.909 -23.785 0.03
C 5.631 -12.710 -22.555 -0.22
N 5.128 -13.531 -21.570 -0.03
C 6.622 -11.755 -22.436 -0.11
C 7.275 -11.599 -21.234 -0.27
C 8.232 -10.501 -21.093 0.03
C 8.623 -10.499 -19.815 0.02
C 7.957 -11.582 -19.161 -0.23
N 7.135 -12.212 -20.067 -0.03
C 6.897 -10.844 -23.564 -0.23
C 7.818 -11.130 -24.565 -0.01
C 8.025 -10.194 -25.568 -0.15
C 7.246 -9.034 -25.634 -0.71
I 7.701 -7.735 -27.232 0.87
C 6.286 -8.772 -24.664 -0.12
C 6.125 -9.664 -23.603 -0.02
C 2.181 -16.278 -19.641 0.03
C 2.418 -16.494 -18.333 0.04
N 6.722 -13.918 -17.629 -0.02
H 12.254 -10.642 -15.832 0.10
H 10.957 -12.060 -17.412 0.13
H 7.454 -9.742 -16.596 0.12
H 8.703 -8.431 -15.027 0.08
H 8.727 -12.772 -15.244 0.12
H 7.197 -14.743 -14.428 0.12
H 4.485 -18.453 -16.300 0.12
H 2.735 -20.103 -15.740 0.10
H -0.033 -16.864 -15.009 0.09
H 1.691 -15.240 -15.280 0.13
H 0.979 -13.514 -21.265 0.11
H -1.089 -13.715 -22.467 0.11
H 0.371 -17.294 -24.333 0.09
H 2.508 -17.078 -23.135 0.14
H 3.256 -14.229 -24.231 0.12
H 5.008 -12.319 -24.671 0.12
H 8.507 -9.783 -21.855 0.12
H 9.359 -9.900 -19.333 0.12
H 8.385 -12.061 -24.446 0.14
H 8.752 -10.335 -26.365 0.09
H 5.722 -7.853 -24.688 0.10
H 5.402 -9.446 -22.826 0.11
H 1.409 -16.635 -20.270 0.12
H 1.824 -16.975 -17.579 0.10
C 0.370 -11.637 -14.393 -0.09
O 1.649 -12.136 -14.156 -0.05
C 2.638 -11.382 -14.641 -0.27
C 2.458 -10.440 -15.637 -0.02
C 3.526 -9.635 -16.032 -0.07
C 4.772 -9.769 -15.444 -0.09
C 4.937 -10.695 -14.410 0.00
C 3.895 -11.553 -14.058 -0.16
N 4.053 -12.591 -13.068 0.10
C 4.077 -13.936 -13.261 -0.01
C 4.042 -14.722 -14.363 -0.10
C 4.092 -16.286 -14.265 -0.16
C 5.434 -16.840 -14.237 -0.05
C 6.139 -16.737 -15.332 -0.08
C 5.649 -16.006 -16.545 -0.14
C 4.034 -14.356 -15.749 -0.30
O 4.111 -13.278 -16.286 0.11
H -0.322 -12.138 -13.679 0.11
H -0.002 -11.877 -15.396 0.10
H 0.297 -10.573 -14.211 0.10
H 1.474 -10.178 -16.016 0.11
H 3.353 -8.857 -16.738 0.10
H 5.562 -9.056 -15.639 0.09
H 5.938 -10.775 -13.983 0.12
H 4.226 -12.295 -12.124 0.15
H 4.113 -14.487 -12.288 0.16
H 3.434 -16.530 -13.422 0.16
H 5.811 -17.280 -13.350 0.12
H 7.207 -17.044 -15.306 0.15
H 5.936 -16.553 -17.417 0.15
C 2.588 -8.948 -20.429 0.00
N 3.006 -10.206 -19.825 -0.11
C 2.212 -11.062 -19.115 -0.06
C 2.966 -12.157 -18.820 -0.13
N 4.223 -11.968 -19.305 -0.01
C 4.238 -10.798 -19.931 -0.11
H 2.275 -9.113 -21.474 0.10
H 3.425 -8.253 -20.471 0.09
H 1.767 -8.546 -19.868 0.09
H 1.153 -10.831 -18.990 0.13
H 2.691 -13.072 -18.323 0.10
H 5.097 -10.310 -20.402 0.14
```

Properties
- net charge = +1
- 2S+1 = 5
- expectation value of S² = 6.26
- LUMO (alpha / beta) (eV) = -3.32 / -4.89
- HOMO-LUMO gap (alpha / beta) (eV) = 5.5 / 4.7


Record 2
# C62H46ClNO2P3SSiY

A molecular structure, C62H46ClNO2P3SSiY (the ωB97M-V functional and the def2-TZVPD basis, the OMol25 dataset).

Structure (XYZ):
```
118
Properties=species:S:1:pos:R:3:lowdin_charge:R:1
Y 0.007 1.015 -0.750 0.91
C 4.158 5.835 0.546 -0.08
C 3.201 5.399 -0.354 -0.07
C 2.461 4.261 -0.080 -0.10
C 2.673 3.551 1.096 -0.36
C 3.657 3.983 1.987 -0.10
C 4.388 5.124 1.716 -0.08
P 1.747 2.007 1.376 1.00
C 3.118 0.955 1.939 -0.34
C 3.099 0.258 3.140 -0.09
C 4.154 -0.571 3.483 -0.08
C 5.238 -0.705 2.633 -0.08
C 5.270 0.005 1.438 -0.08
C 4.217 0.829 1.093 -0.10
C 0.734 2.212 2.877 -0.40
C 0.881 3.284 3.747 -0.07
C 0.080 3.381 4.875 -0.07
C -0.867 2.404 5.134 -0.08
C -1.021 1.343 4.259 -0.09
C -0.237 1.222 3.118 -0.31
Si -0.536 -0.080 1.760 0.59
C 0.432 -1.684 2.154 -0.29
C 0.871 -2.059 3.418 -0.12
C 1.378 -3.323 3.660 -0.07
C 1.435 -4.257 2.636 -0.07
C 1.002 -3.910 1.370 -0.09
C 0.531 -2.622 1.125 -0.38
P -0.041 -2.155 -0.538 1.06
C -1.120 -3.565 -0.941 -0.36
C -0.903 -4.432 -2.004 -0.08
C -1.796 -5.461 -2.256 -0.08
C -2.908 -5.635 -1.449 -0.08
C -3.121 -4.781 -0.377 -0.06
C -2.235 -3.750 -0.124 -0.08
C 1.401 -2.416 -1.625 -0.37
C 2.659 -2.815 -1.186 -0.07
C 3.688 -2.998 -2.098 -0.07
C 3.470 -2.789 -3.449 -0.08
C 2.225 -2.364 -3.890 -0.08
C 1.204 -2.165 -2.982 -0.13
C -2.295 -0.825 1.992 -0.30
C -2.604 -1.652 3.070 -0.10
C -3.815 -2.314 3.157 -0.07
C -4.753 -2.178 2.140 -0.08
C -4.471 -1.372 1.054 -0.09
C -3.255 -0.698 0.981 -0.41
P -2.909 0.444 -0.396 1.02
C -3.920 1.885 0.046 -0.41
C -4.355 2.111 1.346 -0.08
C -5.021 3.286 1.658 -0.08
C -5.259 4.236 0.678 -0.08
C -4.821 4.014 -0.619 -0.08
C -4.145 2.851 -0.932 -0.14
C -3.820 -0.298 -1.793 -0.36
C -3.118 -1.204 -2.582 -0.11
C -3.750 -1.882 -3.609 -0.07
C -5.092 -1.644 -3.870 -0.08
C -5.797 -0.734 -3.097 -0.08
C -5.169 -0.066 -2.059 -0.09
H 4.734 6.725 0.334 0.10
H 3.018 5.941 -1.270 0.11
H 1.710 3.936 -0.792 0.05
H 3.865 3.412 2.884 0.11
H 5.145 5.453 2.414 0.10
H 2.260 0.365 3.813 0.09
H 4.125 -1.112 4.419 0.11
H 6.062 -1.352 2.902 0.10
H 6.125 -0.081 0.779 0.10
H 4.245 1.400 0.174 0.10
H 1.603 4.061 3.538 0.09
H 0.189 4.225 5.542 0.10
H -1.499 2.479 6.009 0.10
H -1.786 0.603 4.455 0.09
H 0.797 -1.352 4.236 0.10
H 1.711 -3.590 4.654 0.10
H 1.811 -5.253 2.827 0.10
H 1.029 -4.638 0.568 0.11
H -0.034 -4.313 -2.638 0.10
H -1.617 -6.131 -3.085 0.10
H -3.604 -6.438 -1.651 0.10
H -3.981 -4.914 0.265 0.10
H -2.400 -3.097 0.720 0.08
H 2.842 -2.974 -0.133 0.10
H 4.664 -3.308 -1.747 0.11
H 4.275 -2.933 -4.156 0.11
H 2.056 -2.174 -4.940 0.11
H 0.236 -1.819 -3.332 0.11
H -1.868 -1.805 3.849 0.10
H -4.024 -2.947 4.009 0.10
H -5.696 -2.706 2.192 0.11
H -5.193 -1.280 0.253 0.10
H -4.171 1.378 2.120 0.10
H -5.351 3.458 2.674 0.10
H -5.775 5.154 0.924 0.10
H -4.986 4.760 -1.384 0.11
H -3.774 2.698 -1.940 0.11
H -2.067 -1.392 -2.375 0.05
H -3.196 -2.593 -4.207 0.10
H -5.587 -2.166 -4.678 0.10
H -6.842 -0.545 -3.301 0.10
H -5.725 0.640 -1.457 0.11
Cl 5.292 1.293 -6.294 0.66
C 4.298 1.121 -4.885 -0.68
C 4.880 0.656 -3.698 -0.09
C 4.131 0.507 -2.566 0.00
C 2.743 0.818 -2.547 -0.34
O 2.064 0.700 -1.464 -0.22
C 2.164 1.272 -3.777 -0.13
C 0.768 1.541 -3.907 -0.16
O -0.108 1.355 -3.050 -0.12
C 2.966 1.426 -4.928 -0.06
H 5.933 0.411 -3.692 0.11
H 4.571 0.115 -1.662 0.10
H 0.444 1.945 -4.882 0.14
H 2.514 1.782 -5.843 0.12
S -0.934 3.502 -0.033 0.56
C -0.714 4.350 -1.449 -0.88
N -0.562 4.942 -2.431 0.05
```

Properties
- 2S+1 = 1
- ΔE to the lowest compared entry with this formula, charge and spin (kJ/mol) = 0.0
- LUMO (eV) = -0.43
- HOMO-LUMO gap (eV) = 6.6


Record 3
# C62H47AuBrN2O3P2S

A molecular structure, C62H47AuBrN2O3P2S in a non-equilibrium geometry (the ωB97M-V functional and the def2-TZVPD basis, the OMol25 dataset).

Structure (XYZ):
```
119
Properties=species:S:1:pos:R:3:lowdin_charge:R:1
Au 0.347 -0.261 -1.150 0.74
O 1.051 -1.715 1.547 -0.55
S 0.161 -0.536 1.897 0.92
C -1.056 -1.178 2.968 -0.32
C -0.966 -1.152 4.338 -0.04
C -2.015 -1.599 5.165 0.02
C -3.156 -2.050 4.567 -0.13
C -4.458 -2.533 5.163 -0.08
C -5.278 -3.056 3.954 -0.08
C -4.439 -2.710 2.746 -0.13
C -4.660 -2.899 1.415 0.02
C -3.639 -2.547 0.513 -0.05
C -2.419 -2.002 0.882 -0.26
P -1.225 -2.020 -0.517 1.04
C -0.477 -3.648 -0.528 -0.36
C 0.207 -4.079 -1.666 -0.12
C 0.680 -5.378 -1.736 -0.06
C 0.512 -6.237 -0.657 -0.04
C -0.124 -5.795 0.495 -0.04
C -0.624 -4.503 0.561 -0.06
C -2.216 -1.855 -2.033 -0.39
C -2.708 -0.579 -2.334 -0.12
C -3.461 -0.367 -3.478 -0.07
C -3.728 -1.429 -4.335 -0.05
C -3.252 -2.699 -4.037 -0.04
C -2.500 -2.918 -2.889 -0.07
C -2.193 -1.727 2.285 -0.14
C -3.221 -2.130 3.156 -0.08
C 1.196 0.589 2.781 -0.31
C 0.710 1.411 3.768 -0.07
C 1.554 2.232 4.546 0.00
C 2.899 2.159 4.328 -0.13
C 4.059 2.834 5.029 -0.08
C 5.326 2.320 4.289 -0.08
C 4.794 1.430 3.189 -0.13
C 5.430 0.742 2.203 0.02
C 4.638 0.074 1.246 -0.05
C 3.263 0.010 1.293 -0.26
P 2.552 -0.607 -0.267 1.03
C 3.194 -2.243 -0.604 -0.36
C 3.547 -3.089 0.445 -0.06
C 4.115 -4.324 0.168 -0.04
C 4.333 -4.712 -1.146 -0.05
C 3.953 -3.884 -2.195 -0.06
C 3.363 -2.661 -1.928 -0.12
C 3.312 0.537 -1.484 -0.36
C 4.477 0.267 -2.204 -0.08
C 5.027 1.238 -3.029 -0.04
C 4.427 2.485 -3.144 -0.05
C 3.275 2.770 -2.423 -0.06
C 2.724 1.802 -1.597 -0.13
C 2.578 0.608 2.404 -0.12
C 3.386 1.360 3.273 -0.07
H -0.062 -0.773 4.798 0.12
H -1.907 -1.564 6.242 0.13
H -4.967 -1.703 5.655 0.13
H -4.300 -3.294 5.925 0.13
H -6.269 -2.607 3.896 0.13
H -5.430 -4.135 4.008 0.13
H -5.572 -3.347 1.041 0.13
H -3.822 -2.762 -0.531 0.10
H 0.348 -3.407 -2.507 0.10
H 1.183 -5.722 -2.630 0.12
H 0.878 -7.255 -0.716 0.12
H -0.244 -6.463 1.340 0.12
H -1.133 -4.170 1.458 0.11
H -2.523 0.243 -1.649 0.09
H -3.855 0.619 -3.697 0.11
H -4.319 -1.271 -5.228 0.12
H -3.476 -3.530 -4.695 0.12
H -2.148 -3.915 -2.661 0.11
H -0.350 1.388 3.996 0.11
H 1.135 2.849 5.332 0.13
H 4.077 2.586 6.090 0.13
H 3.967 3.918 4.965 0.13
H 5.986 1.762 4.953 0.13
H 5.920 3.137 3.880 0.13
H 6.509 0.738 2.106 0.13
H 5.152 -0.389 0.409 0.11
H 3.398 -2.770 1.469 0.11
H 4.403 -4.978 0.982 0.12
H 4.799 -5.667 -1.355 0.12
H 4.122 -4.193 -3.219 0.12
H 3.076 -2.013 -2.748 0.10
H 4.970 -0.691 -2.114 0.11
H 5.936 1.023 -3.577 0.12
H 4.866 3.239 -3.785 0.12
H 2.821 3.751 -2.492 0.11
H 1.841 2.045 -1.009 0.08
C 0.442 -0.146 -4.571 -0.01
O 0.127 0.718 -3.458 -0.17
C -0.608 1.829 -3.725 -0.21
C -0.903 2.263 -4.995 0.00
C -1.652 3.443 -5.210 -0.68
Br -1.993 3.979 -6.962 0.88
C -2.103 4.173 -4.162 -0.06
C -1.826 3.740 -2.839 -0.05
C -1.065 2.560 -2.610 -0.16
O -0.770 2.107 -1.391 0.03
C -2.293 4.453 -1.724 -0.17
N -2.051 4.057 -0.447 0.19
C -2.626 4.958 0.343 -0.15
C -2.673 5.030 1.762 0.03
C -3.345 6.077 2.295 -0.01
C -3.984 7.076 1.466 0.03
C -3.957 7.041 0.088 0.03
C -3.271 5.974 -0.464 -0.12
N -3.037 5.604 -1.753 0.22
H -0.476 -0.482 -5.054 0.11
H 0.969 -0.994 -4.145 0.08
H 1.092 0.368 -5.277 0.11
H -0.560 1.709 -5.857 0.12
H -2.661 5.079 -4.353 0.11
H -1.177 2.694 -0.736 0.06
H -2.188 4.282 2.373 0.13
H -3.411 6.183 3.370 0.13
H -4.507 7.890 1.955 0.13
H -4.440 7.800 -0.513 0.14
H -3.333 6.109 -2.573 0.18
```

Properties
- net charge = +3
- 2S+1 = 3
- expectation value of S² = 2.05
- ΔE to the lowest compared entry with this formula, charge and spin (kJ/mol) = 196.3
- LUMO (alpha / beta) (eV) = -7.65 / -10.63
- HOMO-LUMO gap (alpha / beta) (eV) = 6.4 / 3.5


Record 4
# C62H50BeP3SiTe

A molecular structure, C62H50BeP3SiTe in a non-equilibrium geometry (the ωB97M-V functional and the def2-TZVPD basis, the OMol25 dataset).

Structure (XYZ):
```
118
Properties=species:S:1:pos:R:3:lowdin_charge:R:1
Be -21.345 2.269 9.124 -0.39
C -15.984 2.117 7.077 -0.10
C -17.155 1.884 6.367 -0.07
C -18.320 1.537 7.051 -0.08
C -18.257 1.473 8.447 -0.32
C -17.120 1.836 9.170 -0.08
C -15.971 2.144 8.447 -0.08
P -19.714 0.915 9.364 1.06
C -19.161 0.521 11.037 -0.36
C -18.901 1.659 11.826 -0.12
C -18.249 1.549 13.020 -0.05
C -17.865 0.257 13.503 -0.05
C -18.148 -0.912 12.789 -0.04
C -18.839 -0.736 11.535 -0.07
C -20.297 -0.487 8.352 -0.33
C -19.709 -1.742 8.344 -0.09
C -20.137 -2.696 7.440 -0.04
C -21.121 -2.384 6.467 -0.04
C -21.685 -1.137 6.458 -0.10
C -21.273 -0.157 7.344 -0.29
Si -21.949 1.612 7.151 0.66
C -21.518 2.199 5.315 -0.26
C -21.886 1.377 4.207 -0.08
C -21.603 1.793 2.885 -0.04
C -20.888 3.000 2.686 -0.08
C -20.524 3.777 3.733 -0.08
C -20.870 3.414 5.052 -0.37
P -20.458 4.532 6.465 1.03
C -21.927 5.522 6.558 -0.42
C -21.855 6.743 7.267 -0.16
C -23.018 7.414 7.669 -0.10
C -24.244 6.852 7.442 -0.09
C -24.357 5.665 6.703 -0.07
C -23.222 5.012 6.300 -0.08
C -19.183 5.661 5.748 -0.36
C -17.882 5.308 6.044 -0.12
C -16.810 6.046 5.628 -0.10
C -16.977 7.158 4.880 -0.08
C -18.288 7.622 4.655 -0.06
C -19.383 6.873 5.052 -0.09
C -23.842 1.538 7.298 -0.28
C -24.818 1.639 6.288 -0.07
C -26.218 1.530 6.519 -0.04
C -26.615 1.280 7.838 -0.06
C -25.679 1.273 8.889 -0.07
C -24.337 1.365 8.615 -0.36
P -23.069 1.418 9.945 1.04
C -22.848 -0.283 10.563 -0.34
C -23.164 -1.407 9.802 -0.08
C -23.035 -2.658 10.335 -0.07
C -22.475 -2.826 11.591 -0.06
C -22.002 -1.720 12.316 -0.07
C -22.212 -0.443 11.811 -0.11
C -23.953 2.255 11.306 -0.36
C -24.149 3.654 11.163 -0.11
C -25.023 4.333 12.050 -0.06
C -25.658 3.635 13.068 -0.06
C -25.444 2.250 13.193 -0.06
C -24.678 1.574 12.262 -0.11
H -15.072 2.374 6.507 0.12
H -17.225 1.961 5.271 0.13
H -19.236 1.405 6.560 0.06
H -17.058 1.738 10.258 0.11
H -15.013 2.394 9.004 0.13
H -19.214 2.612 11.435 0.06
H -18.135 2.383 13.691 0.09
H -17.498 0.204 14.540 0.11
H -17.977 -1.886 13.213 0.10
H -19.207 -1.616 10.973 0.10
H -18.823 -1.933 8.907 0.10
H -19.579 -3.611 7.410 0.10
H -21.308 -3.143 5.765 0.09
H -22.456 -0.908 5.695 0.11
H -22.451 0.504 4.277 0.06
H -21.827 1.106 2.116 0.09
H -20.699 3.336 1.652 0.12
H -20.070 4.752 3.567 0.10
H -20.883 7.218 7.502 0.11
H -23.006 8.269 8.394 0.12
H -25.141 7.385 7.769 0.11
H -25.309 5.260 6.442 0.10
H -23.390 4.071 5.786 0.09
H -17.724 4.361 6.589 0.08
H -15.790 5.764 5.844 0.11
H -16.123 7.754 4.566 0.11
H -18.462 8.517 4.048 0.11
H -20.374 7.191 4.879 0.09
H -24.486 1.845 5.260 0.10
H -26.917 1.596 5.747 0.09
H -27.676 1.079 8.014 0.11
H -25.983 1.175 9.944 0.11
H -23.532 -1.209 8.836 0.09
H -23.360 -3.550 9.786 0.12
H -22.385 -3.827 12.020 0.11
H -21.501 -1.917 13.228 0.10
H -21.837 0.392 12.405 0.12
H -23.616 4.093 10.316 0.02
H -25.360 5.344 11.922 0.10
H -26.421 4.104 13.713 0.12
H -26.014 1.618 13.846 0.10
H -24.687 0.466 12.213 0.12
C -21.143 4.509 11.934 -0.36
Te -21.151 4.464 9.810 1.53
C -19.102 4.941 9.837 -0.38
C -18.730 5.039 11.309 -0.28
C -17.416 5.316 11.681 -0.03
C -17.080 5.444 13.014 -0.07
C -18.014 5.181 13.986 -0.09
C -19.311 4.974 13.617 -0.04
C -19.724 4.798 12.286 -0.30
H -21.529 3.554 12.267 0.06
H -21.842 5.293 12.196 0.07
H -18.972 5.868 9.247 0.07
H -18.532 4.137 9.380 0.04
H -16.726 5.557 10.879 0.12
H -16.076 5.739 13.290 0.11
H -17.809 5.375 15.009 0.10
H -20.078 4.772 14.316 0.11
```

Properties
- net charge = +1
- 2S+1 = 1
- LUMO (eV) = -1.97
- HOMO-LUMO gap (eV) = 7.7